The following is a DFT calculation (the ωB97M-V functional and the def2-TZVPD basis) of a 8-piece molecular cluster, C22H25F7O22 overall.

Geometry (Å):
O  1.316  -0.875  -1.614
C  0.370  -0.304  -1.088
O  -0.411  0.682  -1.546
C  -1.235  1.112  -0.434
C  -0.494  0.668  0.759
F  -1.198  0.395  1.755
O  0.079  -0.507  0.264
H  -1.271  2.200  -0.376
H  -2.262  0.756  -0.354
H  0.188  1.414  1.168
O  -1.395  7.176  -0.910
C  -1.161  6.303  -0.088
O  -1.574  6.328  1.162
C  -0.900  5.391  2.001
C  -0.542  4.421  0.943
F  -1.545  3.519  0.844
O  -0.523  5.110  -0.292
H  0.004  5.854  2.397
H  -1.544  4.933  2.751
H  0.324  3.880  1.322
O  3.849  -4.756  0.614
C  2.959  -3.954  0.688
O  3.182  -2.681  0.886
C  2.013  -1.999  0.513
C  1.026  -3.009  0.989
F  -0.073  -3.056  0.216
O  1.599  -4.133  0.487
H  1.814  -1.055  1.021
H  2.142  -1.889  -0.563
H  0.748  -3.184  2.029
O  -2.261  -3.079  -5.473
C  -1.393  -3.011  -4.664
O  -0.261  -2.283  -4.793
C  0.696  -2.536  -3.763
C  -0.143  -3.574  -2.887
F  -0.594  -3.155  -1.756
O  -1.253  -3.918  -3.692
H  1.652  -2.933  -4.105
H  0.809  -1.663  -3.120
H  0.356  -4.536  -2.772
O  2.716  0.318  -3.598
C  2.635  1.108  -2.651
O  1.821  2.106  -2.620
C  2.221  2.826  -1.502
C  2.948  1.924  -0.535
F  2.023  1.355  0.210
O  3.329  0.937  -1.512
H  2.798  3.709  -1.775
H  1.276  3.201  -1.108
H  3.727  2.333  0.107
O  1.956  -2.753  5.327
C  1.200  -2.141  4.576
O  0.043  -1.640  4.885
C  -0.578  -0.992  3.763
C  0.418  -1.007  2.803
F  0.826  0.227  2.506
O  1.542  -1.736  3.275
H  -1.395  -1.655  3.477
H  -1.135  -0.066  3.907
H  -0.023  -1.554  1.969
O  -2.363  0.014  -2.199
C  -3.098  -0.920  -1.908
O  -4.299  -0.859  -1.431
C  -4.717  -2.138  -0.937
C  -3.941  -3.016  -1.878
F  -4.590  -3.133  -3.046
O  -2.768  -2.199  -2.075
H  -4.376  -2.160  0.098
H  -5.789  -2.309  -0.842
H  -3.823  -4.067  -1.612
C  1.102  2.772  2.920
O  1.675  2.533  1.666
H  1.897  3.217  3.519
H  0.217  3.372  2.711
H  0.799  1.797  3.303
H  2.634  2.548  1.691

**Calculated total energy**: -87276.50791 eV
**HOMO level**: -10.477 eV
**SMILES**: O=C1OC[C@@H](F)O1.O=C1OC[C@@H](F)O1.O=C1OC[C@@H](F)O1.O=C1OC[C@@H](F)O1.O=C1OC[C@@H](F)O1.O=C1OC[C@@H](F)O1.O=C1OC[C@@H](F)O1.CO

The following is a DFT calculation (the ωB97M-V functional and the def2-TZVPD basis) of a 3-piece molecular cluster, C23H44B2BrINO5 overall.

Geometry (Å):
C  -5.955  -2.341  2.270
B  -4.527  -1.690  2.324
O  -4.046  -1.175  3.531
C  -3.509  -1.609  1.046
N  -2.272  -2.107  1.239
C  -1.323  -2.105  0.305
C  -1.551  -1.585  -0.940
C  -0.421  -1.577  -1.953
B  0.856  -0.907  -1.216
O  2.077  -1.547  -1.078
O  0.652  0.373  -0.683
C  -2.830  -1.085  -1.205
C  -3.136  -0.532  -2.606
O  -3.171  0.654  -2.780
O  -3.274  -1.471  -3.582
C  -4.431  -2.319  -3.430
C  -4.162  -3.646  -2.712
C  -5.334  -4.635  -2.865
Br  -2.452  -4.441  -3.248
C  -3.803  -1.102  -0.199
I  -5.753  -0.329  -0.521
H  -6.715  -1.566  2.438
H  -5.998  -3.067  3.094
H  -6.142  -2.821  1.304
H  -3.199  -1.621  3.675
H  -2.043  -2.504  2.142
H  -0.364  -2.527  0.599
H  -0.689  -0.957  -2.820
H  -0.203  -2.583  -2.325
H  2.070  -1.963  -0.204
H  0.413  0.257  0.248
H  -5.283  -1.784  -2.997
H  -4.730  -2.577  -4.454
H  -4.059  -3.483  -1.632
H  -5.033  -5.554  -2.353
H  -6.228  -4.261  -2.355
H  -5.478  -4.828  -3.932
C  -1.972  1.339  2.496
C  -0.603  1.167  3.152
C  -0.421  2.017  4.406
C  -0.496  3.528  4.179
C  0.506  4.081  3.166
C  1.960  3.879  3.582
H  -2.121  2.362  2.150
H  -2.057  0.679  1.626
H  -2.777  1.088  3.187
H  0.185  1.388  2.424
H  -0.479  0.112  3.432
H  0.539  1.766  4.866
H  -1.184  1.739  5.140
H  -0.346  4.028  5.139
H  -1.507  3.798  3.857
H  0.323  5.152  3.053
H  0.340  3.636  2.180
H  2.160  4.351  4.545
H  2.631  4.324  2.845
H  2.217  2.820  3.659
C  8.133  0.718  -2.404
C  7.155  1.889  -2.374
C  6.195  1.846  -1.186
C  5.264  0.633  -1.147
C  4.381  0.450  -2.379
C  3.410  1.606  -2.603
H  7.616  -0.237  -2.513
H  8.818  0.818  -3.247
H  8.728  0.684  -1.490
H  6.598  1.927  -3.314
H  7.727  2.819  -2.319
H  5.598  2.763  -1.183
H  6.776  1.866  -0.259
H  4.624  0.717  -0.261
H  5.857  -0.275  -1.001
H  3.806  -0.467  -2.256
H  4.996  0.309  -3.273
H  2.757  1.741  -1.738
H  2.779  1.409  -3.473
H  3.934  2.545  -2.788

**Calculated total energy**: -115785.18339 eV
**HOMO level**: -12.258 eV
**Net charge**: +1

The following is a DFT calculation (the ωB97M-V functional and the def2-TZVPD basis) of a 14-piece molecular cluster, H28O14 overall.

Geometry (Å):
O  1.673  -0.225  2.382
H  1.372  -1.078  2.685
H  0.869  0.163  2.021
O  3.455  -0.027  0.121
H  4.164  0.396  0.533
H  2.714  0.576  0.382
O  -3.936  2.185  1.370
H  -3.156  1.995  0.869
H  -3.692  2.744  2.136
O  1.251  0.196  -2.279
H  1.869  -0.233  -2.866
H  0.778  0.910  -2.726
O  3.685  1.557  -2.345
H  2.874  1.616  -1.873
H  4.088  2.395  -2.038
O  2.039  2.243  0.166
H  1.353  2.020  0.777
H  2.543  2.830  0.728
O  -0.421  -1.760  2.714
H  -1.113  -1.107  2.957
H  -0.640  -1.813  1.807
O  -2.368  -0.991  -1.948
H  -3.353  -1.163  -2.077
H  -1.928  -0.933  -2.773
O  -2.493  -2.128  0.518
H  -2.592  -1.385  1.126
H  -2.363  -1.687  -0.342
O  0.065  -0.029  0.090
H  0.523  0.153  -0.737
H  -0.765  0.497  0.066
O  -2.213  1.320  -0.586
H  -2.521  0.573  -1.124
H  -1.516  1.779  -1.100
O  2.669  -2.325  -0.782
H  2.619  -1.443  -0.378
H  1.730  -2.466  -0.985
O  -2.492  0.005  2.394
H  -2.013  0.818  2.299
H  -2.879  0.134  3.235
O  0.068  -2.456  -1.279
H  0.176  -2.288  -2.196
H  -0.128  -1.569  -0.956

**Calculated total energy**: -29118.70270 eV
**HOMO level**: -9.188 eV
**Energy relative to the best compared isomer or geometry (same formula, charge and spin)**: 284.5 kJ/mol

The following is a DFT calculation (the ωB97M-V functional and the def2-TZVPD basis) of C2H2AuF2LiO as an isolated structure.

Geometry (Å):
F  1.256  2.297  0.622
C  -1.091  0.399  0.148
C  -0.268  -0.350  -0.628
O  1.053  -0.482  -0.335
H  -0.825  0.894  1.087
H  -0.665  -0.962  -1.447
Au  2.090  0.773  0.075
Li  0.754  -2.384  0.109
F  -2.304  -0.185  0.369

**Calculated total energy**: -13459.55545 eV
**HOMO level (alpha / beta)**: -19.970 / -20.991 eV
**⟨S²⟩**: 2.0133
**Spin multiplicity**: 3
**Net charge**: +2

The following is a DFT calculation (the ωB97M-V functional and the def2-TZVPD basis) of a 4-piece molecular cluster, C13H33NO3S2 overall.

Geometry (Å):
C  -0.571  -2.967  3.854
C  -0.187  -1.963  2.798
C  -1.303  -1.541  2.030
C  -0.982  -0.519  1.032
N  -2.078  0.068  0.202
C  -1.477  1.248  -0.512
C  -2.718  2.159  -0.851
C  -3.815  1.836  0.111
C  -3.280  0.624  0.859
C  -2.503  -0.846  -0.809
H  -1.408  -3.504  3.404
H  -1.204  -2.427  4.604
H  0.123  -3.805  4.165
H  0.506  -2.561  2.062
H  0.391  -1.276  3.283
H  -1.974  -1.228  2.641
H  -1.656  -2.437  1.538
H  -0.249  -0.984  0.524
H  -0.608  0.060  1.831
H  -0.836  0.948  -1.301
H  -0.858  1.765  0.268
H  -3.032  1.909  -1.892
H  -2.478  3.278  -0.787
H  -4.705  1.842  -0.407
H  -3.692  2.768  0.595
H  -3.876  -0.166  1.084
H  -2.974  1.057  1.702
H  -3.006  -1.647  -0.371
H  -1.708  -1.239  -1.394
H  -3.353  -0.706  -1.628
O  1.561  1.108  0.694
H  2.060  1.857  0.586
C  1.006  3.463  -2.257
S  1.585  1.702  -2.361
O  0.564  0.950  -3.232
C  3.052  1.965  -3.251
H  0.095  3.595  -1.800
H  1.038  4.006  -3.083
H  1.801  4.007  -1.522
H  2.704  1.932  -4.333
H  3.908  1.122  -2.994
H  3.577  3.023  -2.948
C  3.411  -1.946  1.167
S  3.837  -1.011  -0.341
O  5.261  -1.615  -0.694
C  2.726  -1.811  -1.373
H  4.058  -1.767  1.917
H  3.265  -2.977  0.857
H  2.476  -1.380  1.380
H  1.940  -1.219  -1.475
H  2.530  -2.934  -1.071
H  3.055  -1.823  -2.484

**Calculated total energy**: -43308.34046 eV
**HOMO level**: -6.247 eV
**Energy relative to the best compared isomer or geometry (same formula, charge and spin)**: 2.1 kJ/mol

The following is a DFT calculation (the ωB97M-V functional and the def2-TZVPD basis) of an isolated molecule of C5H8O.

Geometry (Å):
C  -2.085  0.792  -0.339
C  -1.134  -0.403  -0.274
C  0.161  0.227  -0.375
C  1.263  0.768  -0.248
C  2.091  -0.492  0.096
O  2.549  -0.461  1.422
H  -1.929  1.314  -1.287
H  -3.122  0.476  -0.253
H  -1.836  1.484  0.471
H  -1.209  -0.930  0.687
H  -1.310  -1.128  -1.075
H  2.905  -0.601  -0.621
H  1.453  -1.386  -0.036
H  2.203  0.341  1.832

**Calculated total energy**: -7358.11617 eV
**HOMO level**: -9.309 eV
**Energy relative to the best compared isomer or geometry (same formula, charge and spin)**: 399.4 kJ/mol
**SMILES**: CCC#CCO